1.
113
Properties=species:S:1:pos:R:3:forces:R:3:mulliken_charge:R:1 method="wB97M-V/def2-TZVPD" homo_energy_ev=-11.3008 orbital_gap_ev=7.325 charge=+1 e_tot_ev=-144057.4256
C 4.766 0.385 2.474 -0.9464 0.1024 -0.0731 -1.278
C 3.719 -0.814 2.452 -0.0988 1.2568 0.1259 0.292
C 2.672 -0.480 1.316 0.0022 -0.0623 1.5001 -0.637
N 2.108 -1.692 0.620 0.4258 1.0399 -1.7881 -0.122
C 2.195 -1.411 -0.798 -0.1211 -0.0317 -2.5978 -0.718
C 1.438 -0.357 -1.475 1.1136 -1.0227 -0.5435 0.167
C 0.405 0.558 -0.703 1.0306 -1.0102 -0.8361 -0.832
O -0.857 0.432 -1.394 0.2583 -0.5395 1.2291 -0.472
C -1.743 -0.400 -0.652 -1.1778 0.1953 0.3450 -0.558
O -1.197 -1.687 -0.374 -0.7530 0.7591 -1.2166 -0.128
C -1.927 -2.768 -0.987 0.6225 -1.9066 0.9645 -0.984
C -2.886 -3.390 0.104 0.3700 0.2258 -0.4862 -0.166
O -4.204 -2.810 0.023 0.8320 0.2110 -0.2013 -0.491
C 1.632 -0.133 -2.905 -0.2406 -0.3169 1.7302 0.232
N 2.471 -0.887 -3.691 -0.2088 -0.7200 3.2194 0.602
N 2.671 -0.692 -5.049 0.6077 0.8950 -0.9247 -1.011
C 2.051 0.497 -5.635 -0.9961 1.3349 -0.5599 -0.660
C 0.495 0.406 -5.916 0.0668 0.8807 0.6776 -0.764
C 3.199 -1.953 -3.118 -1.6347 0.2763 1.8800 0.780
P 4.343 -3.133 -4.021 1.2921 -0.6221 -0.2572 0.128
O 4.492 -2.789 -5.641 -0.7828 0.3176 0.8063 -0.470
Br 3.178 -5.094 -4.001 0.0596 1.0671 -0.3373 -0.172
C 3.097 -2.222 -1.671 -1.1726 0.7806 -0.4246 0.098
C 3.899 -3.343 -0.928 0.6969 0.9826 0.2785 -1.348
N 5.134 -2.686 -0.362 0.3958 0.0951 -0.7316 -0.174
C 6.363 -3.332 -0.876 0.4356 -1.0149 -0.6025 -0.762
H 5.136 0.568 3.514 0.0571 -0.3036 -1.0440 0.385
H 4.200 1.322 2.186 0.6132 -0.8410 0.3803 0.322
H 5.581 0.274 1.714 -0.5081 -0.0569 0.8372 0.251
H 3.169 -0.750 3.433 0.6381 -0.5092 -0.9837 -0.092
H 4.195 -1.815 2.321 -0.4155 0.8674 -0.0072 0.315
H 3.141 0.235 0.594 -0.4598 -0.7360 0.3662 0.315
H 1.806 0.042 1.811 0.9351 -0.1634 -0.4848 0.342
H 1.129 -1.843 0.874 0.2595 0.1393 -0.1374 0.446
H 0.330 0.174 0.342 0.0207 0.5417 -0.8409 0.314
H 0.788 1.607 -0.710 -0.6793 -0.7062 0.0474 0.475
H -2.050 0.062 0.333 0.7275 -0.2020 -0.8915 0.387
H -2.690 -0.470 -1.263 1.0947 0.0167 0.3786 0.432
H -2.436 -2.502 -1.949 0.2818 0.0480 0.8816 0.506
H -1.167 -3.566 -1.230 -0.6350 0.8855 0.1418 0.306
H -2.403 -3.178 1.103 -0.5472 -0.1844 -0.9247 0.235
H -2.978 -4.503 0.000 0.0517 0.9625 -0.1017 0.357
H -4.106 -2.031 -0.552 -0.4206 -0.4312 0.4568 0.289
H 1.018 0.687 -3.335 0.7880 -0.8526 -0.0568 0.532
H 3.685 -0.552 -5.150 -0.5515 -0.4262 -0.1071 0.321
H 2.241 1.432 -5.023 -0.0093 -0.9743 -0.4466 0.407
H 2.545 0.700 -6.626 -0.1993 -0.6032 1.1395 0.412
H -0.014 1.221 -5.321 0.4161 -0.8485 -0.6177 0.133
H 0.018 -0.550 -5.587 0.5747 0.6286 -0.6173 0.315
H 0.312 0.663 -6.988 -0.0396 -0.6401 0.8957 0.324
H 5.381 -2.476 -5.886 -0.2117 -0.4071 0.3941 0.372
H 3.323 -3.707 -0.034 0.1964 0.2171 -1.2809 0.266
H 4.250 -4.175 -1.581 -0.7228 0.5625 0.4659 0.626
H 5.179 -1.710 -0.671 -0.1772 -0.4254 0.2705 0.210
H 6.287 -3.503 -1.994 0.2719 0.1494 1.0693 0.236
H 7.300 -2.752 -0.689 -0.9822 -0.2131 0.0764 0.301
H 6.515 -4.349 -0.410 -0.2743 1.0693 -0.3244 0.288
O -0.090 3.823 -0.247 0.2322 0.1663 -0.2977 -0.617
C -0.427 4.125 -1.366 -0.4785 0.0030 0.0711 0.824
O 0.159 5.160 -1.988 0.5830 -0.0658 0.2470 -0.386
C -0.007 5.463 -3.380 -0.2905 0.2253 -0.2489 -0.225
C -1.228 6.326 -3.613 -0.1117 -0.1120 0.1228 -0.848
C -1.563 3.412 -2.050 0.1224 -0.5164 -0.2942 -0.220
H -0.019 4.550 -3.982 -0.0718 -0.0409 0.1087 0.140
H 0.887 6.014 -3.677 0.0539 -0.0893 0.2568 0.370
H -2.145 5.812 -3.319 0.0162 0.0338 -0.0878 0.269
H -1.309 6.602 -4.665 0.0112 0.0151 0.0377 0.429
H -1.171 7.236 -3.014 0.0374 -0.0297 -0.0924 0.121
H -2.504 3.891 -1.782 0.0468 0.0820 -0.0686 0.371
H -1.578 2.378 -1.705 -0.0835 0.3503 0.1125 -0.409
H -1.465 3.370 -3.134 -0.1527 0.2457 -0.0076 0.284
O -5.003 -8.753 3.026 0.1621 0.4225 -0.1454 -0.567
C -5.578 -7.716 2.825 -0.3256 -0.3159 0.3083 0.695
O -4.882 -6.615 2.479 0.5027 -0.0794 -0.2939 -0.347
C -5.476 -5.401 2.007 -0.1828 0.1758 0.1811 0.472
C -5.863 -4.496 3.159 -0.1016 -0.0589 0.1632 -1.028
C -7.065 -7.597 3.041 -0.3416 -0.0947 -0.5154 -0.887
H -6.314 -5.606 1.337 -0.0061 -0.0537 0.0966 0.341
H -4.717 -4.906 1.404 0.0311 -0.2068 0.0551 -0.505
H -6.620 -4.960 3.795 -0.0344 0.0420 -0.0878 0.343
H -6.257 -3.549 2.787 0.0371 -0.0263 -0.0142 0.343
H -4.997 -4.295 3.791 0.0110 0.0263 -0.1054 0.291
H -7.258 -7.349 4.084 0.0029 0.0339 -0.0335 0.247
H -7.524 -8.560 2.814 0.1627 -0.0047 0.2140 0.307
H -7.547 -6.869 2.391 0.0423 0.1530 0.1861 0.324
O -3.444 8.686 -2.740 0.0194 -0.0572 0.4228 -0.562
C -3.044 9.426 -1.877 -0.0605 0.3157 -0.3118 0.774
O -3.344 9.183 -0.589 -0.0420 -0.5642 0.0366 -0.359
C -2.744 9.864 0.520 -0.0227 0.3140 0.1595 -0.357
C -3.484 11.146 0.843 -0.0830 0.1154 -0.1739 -0.952
C -2.282 10.680 -2.222 0.6284 -0.0873 -0.0208 -1.047
H -1.678 10.029 0.350 -0.0659 0.0286 -0.1007 0.333
H -2.818 9.183 1.369 -0.0758 -0.1334 -0.2101 0.310
H -3.440 11.854 0.013 0.0899 0.0035 0.0663 0.272
H -3.058 11.624 1.726 -0.0104 -0.0325 -0.0177 0.353
H -4.539 10.939 1.028 0.0789 -0.0542 0.0698 0.297
H -2.988 11.490 -2.405 0.0198 -0.0087 0.0417 0.297
H -1.708 10.496 -3.130 -0.2656 0.0077 -0.0442 0.303
H -1.563 10.981 -1.462 -0.1938 0.1320 0.0875 0.357
O 1.958 -1.087 5.317 0.2492 -0.2731 0.0452 -0.601
C 1.985 -2.163 5.860 -0.4003 -0.0408 -0.0464 0.881
O 3.123 -2.875 5.885 0.3904 0.4037 -0.0482 -0.382
C 3.322 -4.049 6.684 -0.0802 -0.3539 0.0214 -0.403
C 2.846 -5.293 5.961 -0.1891 0.0317 -0.1356 -0.992
C 0.734 -2.770 6.441 -0.1009 0.1775 0.6007 -1.118
H 2.864 -3.937 7.668 -0.0761 0.0431 -0.0956 0.382
H 4.398 -4.121 6.852 -0.0446 0.2351 -0.1149 0.335
H 1.772 -5.256 5.766 0.0220 -0.0409 0.1091 0.268
H 3.059 -6.185 6.551 0.0096 0.0353 -0.0147 0.376
H 3.342 -5.383 4.993 0.0779 -0.0008 0.0961 0.289
H 0.209 -3.324 5.663 0.0355 -0.0361 0.0336 0.259
H 0.093 -1.964 6.797 0.0331 -0.0039 -0.2568 0.331
H 0.916 -3.417 7.297 0.0129 -0.1740 -0.1777 0.341

---

2.
104
Properties=species:S:1:pos:R:3:forces:R:3:mulliken_charge:R:1 method="wB97M-V/def2-TZVPD" homo_energy_ev=-2.4271 orbital_gap_ev=4.751 charge=-1 e_tot_ev=-120064.9186
C -3.272 -2.829 -1.022 -0.4338 0.2304 0.0937 -0.739
C -2.853 -1.384 -0.370 -2.2422 1.2418 2.6645 0.457
N -3.823 -0.767 0.430 3.1808 -2.7842 -3.0170 -0.822
C -1.379 -0.640 -0.554 -2.2339 -0.2378 -0.2711 0.578
C -1.319 -0.033 -2.101 -0.7857 0.1299 1.8899 -0.650
Br -0.513 -1.567 -3.177 -0.2872 -0.1156 -0.2362 -0.383
H -3.406 -3.601 -0.122 0.4543 1.6108 -2.0262 0.271
H -2.535 -3.245 -1.830 -1.2767 0.9456 1.6867 0.015
H -4.342 -2.697 -1.531 2.2956 -0.2600 1.0793 0.259
H -4.690 -1.374 0.434 1.1489 0.6538 -0.3011 0.258
H -1.382 0.261 0.229 0.0994 -2.0752 -1.6816 -0.078
H -0.535 -1.427 -0.340 -1.5626 1.6784 -0.4457 -0.175
H -2.413 0.189 -2.479 1.8057 -1.0740 0.6249 0.081
C -3.062 -8.331 -1.427 -0.5661 -0.3212 -0.1252 -0.521
C -1.961 -7.653 -2.200 0.5599 -0.1579 -0.2518 -0.530
C -2.039 -6.233 -1.683 -0.0418 0.5309 -0.0688 -0.188
O -2.508 -6.308 -0.329 -0.0792 -0.4863 -0.1254 -0.373
C -2.978 -7.641 -0.083 0.1586 0.2711 0.3763 -0.461
H -2.947 -9.416 -1.357 -0.0313 0.0924 0.0254 0.333
H -4.030 -8.119 -1.897 0.0773 -0.0582 0.0675 0.264
H -0.994 -8.095 -1.932 -0.0707 0.0476 -0.0733 0.266
H -2.079 -7.719 -3.284 0.0274 0.0507 0.1200 0.343
H -2.762 -5.641 -2.254 0.1071 0.0081 -0.0583 0.203
H -1.072 -5.723 -1.709 -0.1671 0.0378 0.0883 0.148
H -2.252 -8.135 0.572 -0.0539 -0.1093 0.0378 0.268
H -3.943 -7.603 0.430 0.0888 0.1022 0.0129 0.267
C 2.636 -2.324 -0.463 -0.3445 0.3974 0.4274 0.103
C 3.905 -2.402 -1.272 0.2281 0.1951 -0.5561 -0.685
C 4.442 -3.764 -0.890 0.1098 -0.3472 0.1860 -0.493
O 3.308 -4.591 -0.595 0.2690 0.2227 -0.0336 -0.471
C 2.146 -3.755 -0.506 -0.3970 -0.2316 -0.2038 -0.234
H 1.907 -1.612 -0.857 0.0361 -0.1225 0.0118 0.186
H 2.871 -2.040 0.569 -0.0405 -0.0142 -0.0582 -0.044
H 3.665 -2.382 -2.342 0.0321 0.0368 0.1182 0.268
H 4.609 -1.592 -1.065 -0.0482 -0.0930 -0.0175 0.371
H 5.059 -3.708 0.013 0.1205 0.0458 -0.0104 0.256
H 5.034 -4.221 -1.689 -0.0707 -0.0883 0.0832 0.309
H 1.534 -3.938 -1.396 -0.0889 0.1276 0.0766 0.066
H 1.564 -4.026 0.379 0.0903 -0.0795 -0.0644 0.306
C 0.014 1.240 4.504 -0.4958 0.1694 0.3083 -0.592
C 0.850 0.011 4.253 0.4441 -0.3428 0.2999 0.269
C 0.669 -0.196 2.765 -0.2195 -0.1909 -0.3911 -0.008
O 0.470 1.101 2.185 0.0581 0.0862 0.4810 -0.353
C 0.244 2.043 3.243 0.1086 0.1707 -0.4269 -0.280
H 0.291 1.782 5.412 -0.0281 -0.0098 -0.0830 0.407
H -1.043 0.959 4.581 0.0841 0.0703 -0.0021 0.263
H 1.902 0.227 4.475 -0.0665 -0.0590 0.0089 0.272
H 0.546 -0.856 4.844 0.1538 0.1146 -0.1736 -0.372
H -0.221 -0.797 2.552 0.0518 -0.0741 -0.0134 0.276
H 1.534 -0.677 2.300 -0.1012 0.1054 -0.0684 -0.079
H 1.139 2.669 3.329 -0.0035 0.1143 0.0854 -0.021
H -0.606 2.683 2.992 0.0850 -0.0720 -0.1213 0.321
C -1.603 -3.785 6.804 -0.6271 0.0125 -0.2528 -0.616
C -0.526 -4.810 7.048 0.2044 -0.3853 0.4815 -0.520
C 0.554 -4.370 6.082 0.2730 0.0218 -0.4166 -0.502
O 0.440 -2.946 5.951 -0.2616 -0.2824 0.2400 -0.412
C -0.795 -2.531 6.549 0.1952 0.3858 0.0493 -0.239
H -2.304 -3.678 7.635 0.0725 0.0254 -0.0982 0.341
H -2.173 -4.051 5.906 0.0291 0.0676 0.1221 0.282
H -0.161 -4.727 8.078 -0.0180 -0.0586 -0.0885 0.253
H -0.852 -5.839 6.882 0.0665 0.1072 -0.0001 0.328
H 0.403 -4.810 5.091 0.0380 -0.0828 0.0428 0.288
H 1.558 -4.629 6.430 -0.0473 0.1287 -0.0821 0.260
H -0.556 -2.016 7.486 -0.0968 0.0521 0.0236 0.236
H -1.308 -1.829 5.886 0.1323 -0.0361 0.0085 0.219
C -1.758 0.130 -6.681 0.3907 -0.4705 0.0686 -0.439
C -2.492 0.883 -7.761 0.0929 0.4842 -0.3869 -0.533
C -3.938 0.609 -7.410 -0.4049 -0.1495 0.2968 -0.480
O -3.998 0.450 -5.986 0.0163 0.0732 -0.6498 -0.429
C -2.660 0.335 -5.484 0.0570 0.0885 0.6458 0.023
H -0.738 0.487 -6.513 -0.1503 -0.0865 0.0614 0.308
H -1.712 -0.935 -6.937 0.0584 0.0892 0.0763 0.270
H -2.283 1.955 -7.674 -0.0342 -0.0803 -0.0538 0.254
H -2.231 0.565 -8.774 -0.0589 0.0364 0.0497 0.342
H -4.288 -0.323 -7.866 -0.0202 -0.0007 -0.1493 0.274
H -4.605 1.420 -7.719 -0.0479 -0.0610 0.0828 0.276
H -2.418 1.266 -4.960 0.1131 -0.1181 0.0640 0.165
H -2.603 -0.491 -4.770 -0.0623 0.2046 -0.0978 -0.076
C 2.385 3.844 0.781 -0.5192 -0.2373 0.3112 -0.300
C 2.825 4.492 -0.507 0.1346 -0.1044 -0.6018 -0.659
C 3.640 5.665 -0.009 0.0025 0.4597 0.1087 -0.150
O 4.218 5.270 1.243 -0.1127 -0.1205 -0.0712 -0.461
C 3.593 4.050 1.668 0.3149 -0.0809 0.1115 -0.437
H 2.111 2.792 0.672 -0.0308 0.1335 0.0620 0.278
H 1.523 4.383 1.192 0.0626 -0.1040 -0.0294 0.190
H 3.467 3.803 -1.068 -0.0969 0.0712 0.0087 0.269
H 1.996 4.791 -1.154 0.1145 -0.0289 0.0876 0.369
H 3.006 6.539 0.177 -0.0253 -0.0022 -0.1323 0.046
H 4.432 5.952 -0.707 0.0477 -0.0011 0.1301 0.305
H 4.321 3.241 1.541 -0.0550 -0.0867 0.0661 0.279
H 3.330 4.121 2.727 0.1063 0.0777 -0.0403 0.251
C 0.801 10.828 -0.576 -0.2508 0.3644 0.4850 -0.515
C 2.070 10.750 -1.385 0.2386 0.2431 -0.5563 -0.549
C 2.607 9.389 -1.003 0.2208 -0.3781 0.2015 -0.420
O 1.473 8.562 -0.708 -0.0043 0.4364 -0.0493 -0.352
C 0.310 9.397 -0.619 -0.2181 -0.4173 -0.1298 -0.468
H 0.071 11.541 -0.970 0.0517 -0.0959 0.0544 0.324
H 1.036 11.112 0.456 -0.0683 -0.0069 -0.1001 0.266
H 1.829 10.770 -2.455 0.0677 0.0186 0.0971 0.270
H 2.774 11.560 -1.178 -0.0472 -0.1083 -0.0267 0.320
H 3.224 9.444 -0.099 0.0950 0.0357 -0.0505 0.291
H 3.198 8.932 -1.801 -0.0934 -0.0696 0.1151 0.309
H -0.301 9.214 -1.509 -0.0843 0.0473 0.0551 0.272
H -0.272 9.126 0.266 0.1009 -0.0941 -0.0920 0.266